1.
Molecular formula: C44H48N10O5SSc
Method: DFT, the ωB97M-V functional and the def2-TZVPD basis

Summary:
Frontier orbital gap, eV: 6.99
Total charge: -1
E_HOMO, hartree: -0.184
ΔE to the lowest compared entry with this formula, charge and spin, kcal per mole: 6.9

XYZ file:
```
109
Properties=species:S:1:pos:R:3:forces:R:3
Sc -0.0360 0.9755 -0.0983 0.18 0.01 0.38
C -2.9444 3.8599 -2.4928 -0.01 0.03 -0.01
C -3.5906 2.9078 -1.4878 -0.01 -0.04 0.01
C -2.9311 1.5153 -1.3631 0.06 0.06 0.08
N -2.2285 1.2999 -0.0996 0.05 0.02 -0.16
C -2.9248 1.2318 1.0090 -0.01 -0.01 0.07
C -4.3451 1.2508 1.0262 -0.04 0.01 0.04
C -5.2574 1.3461 2.0568 0.02 0.00 -0.01
C -5.0648 1.5069 3.4227 0.04 0.00 -0.01
C -3.8318 1.5212 4.0526 -0.04 0.01 -0.02
C -2.5622 1.3066 3.5474 0.01 -0.01 -0.01
C -2.0969 1.0309 2.2362 0.00 -0.04 -0.06
N -0.8695 0.6339 1.9762 -0.01 0.10 -0.07
C 0.0112 0.2655 3.0705 -0.01 0.02 -0.01
C 0.9067 1.4138 3.5270 0.01 0.02 0.00
C 1.9554 1.7293 2.4664 -0.04 0.00 0.00
N 1.3887 2.1878 1.2069 -0.04 0.14 -0.09
C 1.5055 3.4726 0.9316 -0.09 -0.05 0.09
C 1.8299 4.4625 1.8917 0.03 0.06 -0.04
C 2.2630 5.7727 1.7473 -0.02 0.00 -0.03
C 2.5927 6.4795 0.6064 -0.01 -0.04 0.00
C 2.4359 6.0026 -0.6949 0.05 -0.02 0.03
C 1.7849 4.8809 -1.1501 -0.01 0.07 0.12
C 1.0958 3.8476 -0.4454 0.09 0.22 0.14
N 0.1760 3.0823 -0.9640 0.00 -0.39 -0.18
C -0.3969 3.4696 -2.2524 -0.03 -0.05 0.01
C -1.5863 4.4360 -2.0945 0.00 0.08 0.00
H -3.6359 4.6922 -2.6585 0.00 0.00 0.02
H -2.8399 3.3559 -3.4602 0.00 0.15 0.10
H -4.6426 2.7820 -1.7667 0.01 -0.01 0.00
H -3.6001 3.3845 -0.5039 0.00 0.00 0.00
H -2.2071 1.3661 -2.1625 -0.04 0.04 0.11
H -3.6766 0.7267 -1.5024 -0.03 -0.05 0.00
H -4.7974 1.1885 0.0460 0.00 -0.01 0.02
H -6.2942 1.3262 1.7330 0.00 0.00 0.00
H -5.9444 1.6371 4.0401 0.00 0.00 0.00
H -3.8566 1.7057 5.1227 0.00 0.00 0.00
H -1.7823 1.3619 4.2937 0.02 -0.01 0.01
H 0.6622 -0.5422 2.7102 0.00 -0.01 0.00
H -0.5532 -0.1553 3.9089 0.00 0.01 0.02
H 1.4143 1.1299 4.4544 0.00 0.00 -0.01
H 0.2988 2.2996 3.7354 0.00 -0.01 0.00
H 2.5157 0.8144 2.2679 0.02 -0.05 0.00
H 2.6857 2.4450 2.8496 0.01 -0.02 -0.01
H 1.7055 4.1433 2.9185 0.00 0.03 0.00
H 2.4059 6.2998 2.6862 0.01 0.00 0.00
H 3.0208 7.4660 0.7302 0.01 0.00 0.00
H 2.8542 6.6268 -1.4790 -0.01 0.01 0.00
H 1.7754 4.7657 -2.2251 0.00 0.06 0.02
H -0.7032 2.5652 -2.7733 0.00 0.02 0.06
H 0.3496 3.9296 -2.8960 -0.01 -0.08 -0.07
H -1.4023 5.3197 -2.7109 0.01 0.01 0.01
H -1.6241 4.7885 -1.0598 -0.01 0.00 0.00
O 5.9106 -1.5647 -3.3812 -0.14 0.03 -0.26
C 5.6413 -1.8542 -2.2104 0.28 0.15 0.34
O 6.2578 -2.5731 -1.3924 -0.29 -0.01 0.00
C 4.3534 -1.1860 -1.6425 -0.04 -0.14 0.05
C 4.0329 -1.3081 -0.2934 0.12 -0.06 -0.14
C 2.8563 -0.7663 0.1798 0.04 -0.02 -0.01
N 1.9876 -0.1306 -0.6024 -0.10 0.08 -0.10
C 2.2808 -0.0196 -1.9081 0.04 -0.03 -0.02
C 3.4528 -0.5051 -2.4587 0.06 -0.06 0.08
C 1.1558 0.5476 -2.7520 0.12 -0.05 0.05
O 1.3277 0.8990 -3.9045 -0.10 -0.04 -0.05
O 0.0178 0.5483 -2.1237 -0.16 -0.01 -0.29
H 4.7106 -1.8464 0.3568 0.00 -0.02 -0.05
H 2.5721 -0.8849 1.2175 0.00 0.00 0.06
H 3.6554 -0.3969 -3.5146 0.00 0.00 -0.02
C 5.2248 -4.9061 0.8311 0.22 0.14 -0.16
C 3.8175 -5.1946 1.2441 -0.13 0.06 0.05
C 3.0782 -4.3035 2.0193 0.02 0.08 0.09
C 1.7826 -4.5906 2.4295 0.04 -0.02 -0.05
C 1.1854 -5.7815 2.0356 -0.01 0.10 0.05
N -0.1157 -6.1782 2.4437 -0.09 0.07 0.09
C -1.1831 -5.4155 2.8613 -0.05 -0.02 -0.24
O -1.9954 -5.8630 3.6525 -0.02 0.00 0.13
N -1.3444 -4.1483 2.3403 0.02 -0.01 0.01
C -0.9123 -3.5994 1.1121 -0.04 0.17 0.16
C -0.5314 -4.3417 0.0075 0.05 -0.04 -0.16
C -0.1255 -3.6584 -1.1246 0.05 -0.14 0.02
C -0.1178 -2.2762 -1.1263 -0.01 -0.16 -0.20
N -0.4995 -1.5571 -0.0777 0.02 0.31 0.18
C -0.8939 -2.2129 1.0074 -0.06 -0.13 0.18
C 1.8987 -6.6635 1.2390 -0.05 -0.13 -0.03
C 3.1970 -6.3781 0.8649 0.05 -0.07 -0.08
H 5.7260 -4.2793 1.5722 0.01 0.01 -0.11
H 5.2835 -4.3862 -0.1350 0.00 0.06 0.20
H 5.7934 -5.8315 0.7309 0.01 -0.01 0.03
H 3.5390 -3.3708 2.3389 -0.06 -0.12 -0.05
H 1.2424 -3.8945 3.0577 -0.01 0.01 0.02
H -0.1793 -7.1037 2.8392 -0.01 0.01 -0.01
H -2.1135 -3.6733 2.7894 0.03 -0.03 -0.02
H -0.5548 -5.4216 0.0285 0.00 -0.01 -0.01
H 0.1750 -4.1926 -2.0155 -0.01 0.00 0.02
H 0.1623 -1.7237 -2.0064 0.08 -0.03 -0.03
H -1.2244 -1.6075 1.8425 0.01 -0.02 -0.01
H 1.4288 -7.5871 0.9204 -0.01 0.00 0.00
H 3.7425 -7.0891 0.2563 0.01 -0.01 -0.01
C -2.5890 1.1431 -5.0302 0.03 -0.05 -0.02
N -2.3458 -0.0170 -4.2055 -0.19 -0.32 -0.13
C -3.2900 -0.8580 -3.7473 0.30 0.40 -0.07
N -4.5774 -0.5408 -4.0510 -0.01 -0.08 0.01
S -2.8889 -2.1981 -2.8408 -0.22 -0.21 0.01
H -1.6413 1.6473 -5.2003 0.05 -0.02 0.02
H -3.2543 1.8577 -4.5366 -0.03 -0.10 -0.06
H -3.0170 0.8700 -5.9986 -0.01 -0.02 0.00
H -1.3999 -0.2484 -3.9376 0.03 0.18 0.05
H -4.8228 0.3855 -4.3548 0.01 0.02 -0.02
H -5.2795 -1.0824 -3.5772 0.04 0.01 -0.03
```
Positions in Å, forces in eV/Å.

---

2.
Molecular formula: C44H49F3N4O7STeY
Method: DFT, the ωB97M-V functional and the def2-TZVPD basis

Summary:
Frontier orbital gap, eV: 3.64
Total charge: -1
E_HOMO, hartree: -0.065

XYZ file:
```
110
Properties=species:S:1:pos:R:3:forces:R:3
Y 0.0000 0.0000 0.0000 -0.91 -2.34 4.12
C -3.4759 0.6413 1.9096 -0.39 0.56 -0.34
C -2.0063 0.6629 2.3193 -1.09 -0.47 0.66
C -1.8208 1.3977 3.6418 0.20 0.09 0.07
O -1.2764 1.3395 1.2764 -0.16 4.04 1.19
C -1.5497 -0.8223 2.3638 2.22 0.76 2.90
O -1.5360 -1.3732 3.5027 -0.80 0.26 -1.93
O -1.2348 -1.2979 1.2348 -3.32 -2.53 -1.48
H -3.8626 1.6612 1.8011 -0.06 0.02 0.09
H -4.0948 0.1127 2.6427 0.28 0.02 -0.03
H -3.6121 0.1559 0.9359 0.19 -0.09 0.26
H -2.0822 2.4570 3.5407 -0.19 0.00 -0.15
H -0.7729 1.3613 3.9616 -0.09 -0.27 -0.14
H -2.4320 0.9655 4.4410 0.13 -0.06 -0.29
H -0.5337 1.9295 1.7368 -2.27 -2.15 -1.31
O 1.2737 -1.2719 1.2750 -1.79 -2.48 0.47
C 1.7191 -2.4670 1.1887 -2.50 -1.22 1.09
C 2.5377 -2.9659 2.2339 0.72 -1.29 0.98
C 3.0864 -4.2496 2.2613 -0.58 1.77 0.28
C 2.8338 -5.1138 1.2166 -0.42 -0.48 -1.17
C 2.0354 -4.6824 0.1580 0.14 0.50 0.62
C 1.4670 -3.3782 0.1114 -0.52 -0.98 -0.71
C 0.6220 -3.0107 -1.0721 0.00 -0.69 0.30
N -0.0013 -1.8691 -1.3278 -0.16 -1.62 -0.26
C -0.6451 -2.0043 -2.5241 0.58 -0.90 -0.58
C -0.4316 -3.2523 -3.0442 -0.13 0.61 0.18
N 0.3650 -3.8729 -2.1228 0.52 0.03 0.75
H 2.7495 -2.2976 3.0700 -0.21 -0.04 -0.30
H 3.7024 -4.5505 3.1007 -0.02 0.01 0.00
H 3.2505 -6.1143 1.2192 -0.06 0.01 -0.10
H 1.8668 -5.3969 -0.6370 -0.11 0.02 -0.14
H -1.2241 -1.1904 -2.9365 1.43 -0.90 -0.53
H -0.7603 -3.7370 -3.9498 -0.01 0.10 0.10
H 0.7139 -4.8125 -2.1928 0.00 0.09 0.05
C 6.1966 1.3728 -3.5863 -0.05 0.15 0.06
C 5.3946 0.0888 -3.8895 0.23 0.09 -0.23
C 4.9359 0.1121 -5.3636 -0.13 0.07 -0.07
C 6.3648 -1.1040 -3.7316 -0.25 -0.07 0.23
C 4.1673 0.0146 -2.9662 -0.52 -0.41 0.58
C 3.9563 -1.0352 -2.0720 1.35 0.36 -1.22
C 2.8240 -1.0229 -1.2775 -3.93 -0.05 -3.95
N 1.8932 -0.0505 -1.3069 -2.07 -15.15 -5.30
C 2.0581 0.9936 -2.1644 0.24 -0.53 -2.75
C 3.1890 1.0329 -2.9945 0.87 -0.21 -2.56
C 0.9935 2.0595 -2.1651 -3.47 1.20 -2.72
C 1.0362 3.1909 -2.9976 -0.28 -0.02 0.07
C 0.0202 4.1658 -2.9685 0.43 -0.32 0.08
C -1.0318 3.9525 -2.0712 0.17 -0.03 -0.06
C -1.0231 2.8225 -1.2761 0.49 0.03 -0.15
N -0.0505 1.8933 -1.3069 0.67 1.62 -1.61
C 0.0322 5.4163 -3.8637 0.08 0.38 -0.33
C 0.0348 6.6845 -2.9827 -0.05 -0.01 0.23
C 1.2595 5.5074 -4.7984 0.07 -0.32 0.18
C -1.2253 5.4243 -4.7599 -0.17 -0.13 0.05
H 7.0982 1.4315 -4.2073 -0.09 -0.12 0.00
H 6.5120 1.4023 -2.5366 -0.10 -0.06 -0.13
H 5.6152 2.2808 -3.7803 -0.02 -0.17 0.06
H 5.7949 0.1282 -6.0446 0.02 -0.02 0.15
H 4.3278 0.9935 -5.5950 0.04 -0.12 0.14
H 4.3360 -0.7736 -5.6041 0.08 0.11 0.11
H 7.2225 -1.0079 -4.4082 -0.19 0.16 0.02
H 5.8749 -2.0563 -3.9660 0.01 0.15 0.08
H 6.7640 -1.1672 -2.7126 -0.13 0.02 -0.11
H 4.6437 -1.8665 -1.9700 -0.01 0.12 -0.04
H 2.6275 -1.8236 -0.5702 -0.50 -0.38 -3.93
H 3.3299 1.8590 -3.6805 -0.14 0.01 0.09
H 1.8675 3.3177 -3.6771 -0.05 -0.13 0.04
H -1.8577 4.6500 -1.9801 0.08 -0.06 -0.02
H -1.8240 2.6267 -0.5692 0.06 0.10 0.00
H 0.9011 6.6960 -2.3106 -0.11 -0.05 -0.12
H -0.8644 6.7593 -2.3613 0.11 -0.10 -0.08
H 0.0765 7.5921 -3.5962 0.00 -0.19 -0.04
H 2.1970 5.5435 -4.2313 -0.13 -0.05 -0.05
H 1.2208 6.4142 -5.4140 -0.17 -0.12 0.20
H 1.3079 4.6544 -5.4853 -0.01 0.07 0.12
H -2.1505 5.4730 -4.1752 0.15 -0.04 0.01
H -1.2742 4.5204 -5.3787 0.06 0.10 0.10
H -1.2257 6.2897 -5.4328 0.12 -0.07 0.13
F 3.0858 -1.1431 0.6203 8.52 5.70 5.00
C 3.6437 0.0628 0.9618 1.75 -2.66 1.02
F 3.9319 -0.0262 2.3001 -0.67 0.87 -1.56
F 4.8565 0.1062 0.3221 -1.36 0.80 0.71
S 2.5466 1.5188 0.5464 1.50 4.15 3.86
O 3.2926 2.7091 0.9771 -0.36 -2.13 -0.76
O 2.3468 1.4584 -0.9080 7.50 14.83 10.84
O 1.3078 1.3078 1.3078 2.62 1.09 -1.35
Te -2.4879 0.0000 -1.7645 -2.70 0.46 -0.53
C -3.2190 -1.2101 -3.3397 -0.81 -0.20 -0.33
C -4.0150 -2.3253 -3.0544 -0.01 0.10 -0.53
C -4.5017 -3.1220 -4.0959 0.32 0.45 -0.18
C -4.1937 -2.8040 -5.4228 0.19 0.27 0.37
C -3.3991 -1.6889 -5.7085 -0.14 -0.18 0.51
C -2.9118 -0.8918 -4.6676 -0.43 -0.42 -0.01
C -4.2164 1.2101 -1.9335 -0.21 0.37 0.20
C -4.2184 2.3109 -2.7977 -0.54 0.00 0.27
C -5.3622 3.1076 -2.9128 -0.06 -0.42 0.32
C -6.5045 2.8041 -2.1647 0.44 -0.30 0.05
C -6.5032 1.7034 -1.3015 0.40 0.13 -0.35
C -5.3598 0.9062 -1.1858 -0.14 0.47 -0.33
H -4.2563 -2.5731 -2.0289 0.06 0.01 0.02
H -5.1173 -3.9844 -3.8751 0.00 0.00 0.02
H -4.5708 -3.4205 -6.2285 0.00 0.00 -0.01
H -3.1615 -1.4425 -6.7353 0.01 0.02 0.00
H -2.2985 -0.0288 -4.8919 0.04 0.03 0.02
H -3.3367 2.5474 -3.3791 0.06 -0.01 0.01
H -5.3636 3.9588 -3.5813 0.01 0.02 -0.03
H -7.3895 3.4206 -2.2542 0.00 0.01 0.01
H -7.3874 1.4682 -0.7233 0.00 -0.01 0.01
H -5.3624 0.0544 -0.5182 0.03 0.02 0.02
H 0.0000 0.0000 2.0498 0.60 0.39 0.78
```
Positions in Å, forces in eV/Å.

---

The following energy values (in hartree) correspond, in order, to the records above: -3788.4792; -3455.4705.